P:
Molecular formula: C3H5ClN2
Method: DFT, wB97M-V/def2-TZVPD

Calculated values
Lowest unoccupied orbital energy, eV: 1.03
Charge: 0
HOMO, eV: -9.051

Each line ends with the Löwdin charge.
Atoms and positions in Å:
C 0.687 -0.101 -1.489  -0.047
C 0.406 -0.714 0.652  -0.240
C -0.523 1.214 -0.549  -0.631
N 1.054 -0.896 -0.632  -0.014
N -0.708 0.279 0.491  -0.130
Cl 0.531 2.578 -0.058  0.515
H 1.010 0.163 -2.541  0.106
H 0.157 -1.771 0.916  0.119
H 1.253 -0.296 1.338  0.137
H -1.411 1.347 -1.214  0.091
H -1.201 0.496 1.322  0.094



Q:
Molecular formula: C3H5ClN2
Method: DFT, wB97M-V/def2-TZVPD

Calculated values
Lowest unoccupied orbital energy, eV: 0.04
Charge: 0
HOMO, eV: -8.858
SMILES: N/N=C\C=C/Cl

Each line ends with the Löwdin charge.
Atoms and positions in Å:
C 0.059 -0.930 -0.160  -0.226
C -0.457 0.380 -0.159  -0.205
C -1.797 0.693 -0.184  -0.444
H 1.605 0.500 1.038  0.093
H 2.979 -0.167 0.406  0.089
H -0.591 -1.873 -0.188  0.125
H 0.233 1.121 -0.338  0.064
H -2.315 1.623 -0.429  0.055
N 2.040 0.199 0.127  -0.043
N 1.348 -1.031 -0.209  -0.039
Cl -3.103 -0.515 0.095  0.530



Q wins, 0.058 eV ahead of the next structure.